Computed, not measured: C5H8N2 in the gas phase, with wB97M-V/def2-TZVPD.

Atoms and positions in Å:
C: -1.80494 -0.90176 1.04269
N: -0.46723 -0.47841 0.69410
C: 0.14771 0.62054 1.22655
C: 1.06764 1.09608 0.32567
C: 0.99376 0.25874 -0.82909
N: 1.76351 0.36396 -2.00458
C: 0.04906 -0.70050 -0.56812
H: -2.54309 -0.31811 0.47927
H: -1.93923 -1.96000 0.80199
H: -1.98045 -0.75726 2.11101
H: -0.12567 0.98318 2.20939
H: 1.73288 1.93801 0.47346
H: 2.21355 1.26616 -2.08109
H: 1.19873 0.21090 -2.83112
H: -0.28973 -1.53783 -1.16366

Output
E_HOMO	-7.51	eV
ΔE to the lowest compared entry with this formula, charge and spin	51.5	kJ/mol
charge	0